{"formula": "C27H40BI3LaN2O4", "method": "ωB97M-V/def2-TZVPD", "energy_ev": -65601.471, "spin_multiplicity": 1, "max_force_ev_per_a": 18.663, "gap_ev": 2.8, "total_charge": 3, "e_above_lowest_kj_mol": 1999.6, "lumo_energy_ha": -0.45666, "symbols": ["C", "C", "C", "C", "C", "N", "C", "O", "C", "C", "B", "O", "C", "C", "C", "C", "C", "C", "C", "N", "C", "C", "O", "C", "C", "C", "C", "I", "C", "C", "I", "C", "C", "I", "C", "C", "O", "H", "H", "H", "H", "H", "H", "H", "H", "H", "H", "H", "H", "H", "H", "H", "H", "H", "H", "H", "H", "H", "H", "H", "H", "H", "H", "H", "H", "H", "H", "H", "H", "H", "H", "H", "H", "H", "H", "H", "H", "La"], "positions_angstrom": [[3.850, -3.332, -0.982], [3.492, -4.776, -0.292], [2.337, -4.725, 0.870], [2.317, -3.198, 1.530], [1.369, -3.118, 2.885], [1.290, -1.706, 3.478], [-0.202, -1.326, 3.585], [-1.094, -1.788, 4.472], [-0.320, -0.247, 2.357], [-1.626, 0.443, 1.618], [-3.117, -0.041, 2.214], [-3.325, -1.533, 2.228], [-4.274, 0.984, 2.775], [-5.754, 0.498, 2.169], [-1.475, 1.540, 0.364], [-2.762, 2.262, -0.348], [-3.083, 1.765, -1.877], [-3.061, 0.125, -2.067], [-1.744, -0.367, -2.962], [-2.004, -1.861, -3.247], [-0.689, -2.508, -3.660], [0.232, -3.149, -2.461], [-0.376, -2.460, -4.961], [0.081, 1.881, -0.148], [0.374, 2.900, -1.398], [0.070, 4.482, -1.095], [-1.131, 5.094, -2.086], [-0.259, 4.949, 1.038], [1.416, 1.188, 0.583], [2.972, 1.494, 0.140], [3.518, 0.545, -1.804], [3.393, 3.088, 0.209], [4.447, 3.412, 1.447], [4.562, 3.463, -1.654], [1.181, 0.158, 1.836], [2.208, -0.673, 2.804], [3.512, -0.549, 3.066], [4.428, -3.406, -2.000], [2.851, -2.715, -1.187], [4.497, -2.624, -0.273], [4.494, -5.171, 0.204], [3.127, -5.506, -1.134], [2.662, -5.459, 1.739], [1.245, -4.926, 0.498], [3.449, -2.940, 1.752], [1.813, -2.502, 0.735], [0.256, -3.379, 2.550], [1.645, -3.928, 3.701], [-3.230, -1.821, 1.252], [-4.070, 2.124, 2.561], [-4.360, 0.802, 3.951], [-5.758, -0.650, 1.897], [-6.595, 0.628, 3.003], [-5.985, 1.079, 1.180], [-3.781, 2.147, 0.259], [-2.540, 3.429, -0.346], [-4.208, 2.094, -2.102], [-2.438, 2.339, -2.702], [-4.004, -0.142, -2.749], [-3.191, -0.477, -1.068], [-0.763, -0.190, -2.332], [-1.702, 0.142, -4.029], [-2.305, -2.232, -2.295], [-0.432, -3.951, -1.913], [1.215, -3.580, -2.929], [0.426, -2.281, -1.667], [-0.302, 2.517, -2.305], [1.488, 2.846, -1.816], [1.044, 5.101, -1.403], [-1.420, 4.353, -2.955], [-2.089, 5.281, -1.412], [-0.782, 6.150, -2.464], [3.676, 0.945, 0.933], [2.491, 3.832, 0.165], [5.571, 3.396, 1.048], [4.249, 4.512, 1.802], [4.400, 2.641, 2.325], [-1.395, -1.395, -1.099]], "atomic_forces_ev_per_a": [[-0.302, 0.838, 0.230], [0.328, 0.053, -0.239], [0.600, 1.278, 1.017], [-0.139, -1.157, 0.548], [-0.199, -1.597, -0.638], [-0.864, 0.742, -0.745], [-1.861, -1.096, 2.909], [6.216, 3.279, -6.613], [0.593, 2.673, -3.328], [2.632, 0.201, -1.112], [-0.367, -0.520, 0.608], [0.510, 2.570, -2.718], [-0.513, -0.822, 0.292], [-0.164, -0.423, 0.209], [3.180, -2.162, 1.038], [0.034, 0.398, 0.323], [-1.025, 0.904, 0.187], [-1.856, 2.066, -2.184], [-2.353, 2.078, -4.872], [1.230, 0.290, -0.627], [2.474, -0.672, -7.489], [-0.959, 0.398, -0.807], [-2.169, -0.206, 9.491], [0.190, -1.911, 1.561], [-0.101, -0.584, -0.326], [0.550, 0.676, -2.290], [-0.342, 0.266, 1.391], [0.140, -0.266, -1.109], [-2.506, -1.175, 1.533], [-0.390, 0.068, 2.091], [-1.561, -1.310, 1.040], [0.549, -0.032, 0.218], [0.576, 0.386, -0.394], [-0.282, 1.664, 0.963], [-2.909, 1.134, -0.950], [3.660, -0.049, 1.476], [-8.919, -0.707, -2.289], [-1.125, -0.148, 2.035], [1.993, -1.212, 0.269], [-1.427, -1.676, -1.524], [-2.232, 0.617, -1.204], [0.965, 1.216, 1.681], [-1.054, 1.339, -1.957], [2.049, -0.048, 0.551], [-2.575, -0.093, -0.391], [1.227, -0.800, 1.360], [2.245, 0.361, 0.618], [-0.329, 1.889, -1.685], [-0.296, 0.249, 2.512], [-0.359, -2.331, 0.623], [0.410, 0.526, -2.378], [0.146, 2.273, 0.660], [1.851, 0.006, -2.156], [0.160, -0.916, 2.008], [2.499, -0.073, -0.979], [-0.387, -2.518, -0.135], [2.491, -0.756, 0.461], [-1.195, -1.658, 1.825], [2.135, 0.258, 1.407], [-1.651, 2.222, -1.672], [0.043, 2.485, -3.944], [-0.019, -0.732, 2.390], [-2.956, -2.668, -6.226], [1.335, 1.002, -0.965], [-1.826, 0.880, 1.160], [1.836, -2.369, -2.144], [1.332, 0.984, 1.920], [-2.354, -0.284, 1.265], [-2.057, -1.578, 0.917], [0.836, 1.634, 1.607], [1.877, -0.356, -1.577], [-0.784, -2.267, 0.501], [-1.741, 1.003, -1.783], [1.715, -1.666, 0.233], [-2.593, -0.083, 0.833], [0.310, -2.268, -0.492], [-0.278, 1.529, -1.612], [6.103, -1.244, 17.593]], "lowdin_charge": [-0.1764, -0.2310, -0.1922, -0.1980, -0.1258, -0.0187, -0.1870, 0.0793, 0.0496, -0.0094, -0.3552, 0.0197, -0.1451, -0.1128, -0.1149, -0.1358, -0.1322, -0.1889, -0.3031, -0.0496, -0.2776, -0.0266, 0.1413, -0.1009, -0.2242, -0.7001, -0.1430, 0.9028, -0.0517, -0.6553, 0.7704, -0.6840, -0.1529, 0.8092, 0.0691, -0.1983, 0.0591, 0.0956, 0.0013, 0.0898, 0.1380, 0.1130, 0.1395, 0.0985, 0.1383, 0.0744, 0.1312, 0.1617, 0.0643, 0.1155, 0.1519, 0.0803, 0.1169, 0.0736, 0.1348, 0.0944, 0.1636, 0.1266, 0.1983, 0.0533, 0.0475, 0.2358, -0.0027, 0.1337, 0.1693, -0.0067, 0.1006, 0.0673, 0.1013, 0.0761, 0.0691, 0.1094, 0.0987, 0.0342, 0.0786, 0.1046, 0.0938, 1.9248]}